{
  "formula": "C31H24BrN10O3S3Tl",
  "method": "wB97M-V/def2-TZVPD",
  "species": ["Tl", "N", "C", "S", "N", "N", "C", "C", "C", "C", "C", "C", "N", "H", "H", "H", "H", "H", "H", "H", "Br", "C", "C", "C", "C", "C", "C", "N", "N", "C", "C", "C", "C", "O", "C", "N", "C", "C", "C", "C", "H", "H", "H", "H", "H", "H", "H", "H", "H", "N", "C", "C", "C", "C", "C", "C", "S", "O", "O", "N", "C", "S", "C", "C", "N", "H", "H", "H", "H", "H", "H", "H", "H"],
  "coordinates": [[-1.388, 0.248, 0.253], [-0.215, -4.108, -2.769], [-0.216, -2.813, -2.368], [0.913, -2.313, -1.052], [-0.906, -1.942, -3.001], [-0.844, -0.669, -2.480], [-1.121, 0.257, -3.303], [-1.001, 1.669, -2.881], [-1.622, 2.677, -3.604], [-1.421, 3.993, -3.215], [-0.591, 4.254, -2.141], [-0.030, 3.178, -1.464], [-0.235, 1.915, -1.810], [0.620, -4.645, -2.577], [-0.676, -4.272, -3.650], [-1.393, 0.035, -4.335], [-2.257, 2.431, -4.445], [-1.905, 4.801, -3.747], [-0.394, 5.265, -1.816], [0.613, 3.338, -0.607], [2.455, 7.380, 11.348], [1.995, 6.432, 9.768], [1.565, 7.136, 8.653], [1.244, 6.447, 7.498], [1.348, 5.057, 7.453], [1.790, 4.373, 8.580], [2.109, 5.053, 9.744], [1.050, 4.268, 6.311], [0.386, 4.884, 5.438], [0.065, 4.259, 4.251], [-0.812, 4.999, 3.456], [-1.380, 4.526, 2.295], [-1.110, 3.223, 1.824], [-1.690, 2.720, 0.822], [-0.072, 2.480, 2.560], [0.319, 1.309, 2.011], [1.225, 0.577, 2.622], [1.801, 0.953, 3.837], [1.431, 2.143, 4.409], [0.477, 2.969, 3.771], [1.481, 8.213, 8.692], [0.911, 6.972, 6.614], [1.872, 3.295, 8.533], [2.438, 4.521, 10.626], [-1.061, 5.991, 3.815], [-2.093, 5.118, 1.736], [1.527, -0.340, 2.125], [2.533, 0.312, 4.309], [1.855, 2.468, 5.344], [-1.270, -9.482, 1.665], [-0.524, -8.412, 1.271], [-0.959, -7.585, 0.223], [-0.198, -6.514, -0.186], [1.012, -6.247, 0.447], [1.453, -7.046, 1.497], [0.693, -8.120, 1.904], [1.998, -4.899, -0.053], [2.312, -4.965, -1.451], [3.059, -4.733, 0.893], [0.916, -3.596, 0.085], [0.324, -3.357, 1.337], [1.012, -3.902, 2.836], [-0.332, -3.223, 3.657], [-1.155, -2.612, 2.775], [-0.779, -2.697, 1.459], [-2.163, -9.668, 1.249], [-0.981, -10.046, 2.441], [-1.901, -7.793, -0.268], [-0.550, -5.873, -0.985], [2.391, -6.817, 1.982], [1.033, -8.745, 2.720], [-0.422, -3.298, 4.727], [-2.063, -2.083, 3.018]],
  "forces_ev_per_a": [[-0.1, 0.3, 0.2], [0.0, -0.2, 0.3], [0.2, 0.1, 0.3], [0.0, 0.0, 0.0], [-0.2, 0.0, -0.3], [0.3, 0.0, 0.0], [0.1, 0.0, 0.1], [0.1, 0.0, 0.0], [0.0, 0.0, 0.0], [0.0, 0.0, 0.0], [0.0, 0.0, 0.0], [0.0, 0.0, 0.0], [0.0, 0.0, -0.1], [0.1, 0.1, -0.1], [0.0, 0.0, 0.0], [-0.1, 0.0, 0.0], [0.0, 0.0, 0.0], [0.0, 0.0, 0.0], [0.0, 0.0, 0.0], [-0.1, 0.0, 0.0], [0.0, 0.0, 0.0], [0.0, 0.0, 0.0], [0.0, 0.0, 0.0], [0.0, 0.0, -0.1], [-0.1, 0.1, 0.1], [0.0, 0.0, 0.0], [0.0, 0.0, 0.0], [-0.1, 0.1, -0.3], [0.3, 0.0, 0.3], [-0.2, -0.1, -0.1], [0.1, 0.0, 0.1], [-0.1, -0.1, -0.1], [0.0, 0.1, 0.0], [0.0, -0.2, 0.0], [0.0, 0.1, 0.0], [-0.1, -0.1, 0.0], [0.0, 0.0, -0.1], [0.0, 0.0, 0.0], [0.0, 0.0, 0.0], [0.1, 0.0, 0.1], [0.0, 0.0, 0.0], [0.0, 0.0, 0.0], [0.0, 0.0, 0.0], [0.0, 0.0, 0.0], [0.0, 0.0, 0.0], [0.0, 0.0, 0.0], [0.0, -0.1, 0.0], [0.0, 0.0, 0.0], [0.0, 0.0, 0.0], [0.0, 0.0, 0.0], [0.0, 0.0, 0.0], [0.0, 0.0, 0.0], [0.0, 0.0, 0.0], [0.0, 0.0, 0.0], [0.0, 0.0, -0.1], [0.0, 0.0, 0.0], [0.0, 0.1, -0.1], [-0.2, 0.0, -0.1], [0.0, 0.0, 0.1], [0.1, -0.1, -0.4], [0.0, 0.0, 0.2], [0.0, 0.1, 0.0], [0.1, 0.0, 0.0], [0.0, 0.0, 0.0], [-0.1, 0.0, -0.1], [0.0, 0.0, 0.0], [0.0, 0.0, 0.0], [0.0, 0.0, 0.0], [0.0, 0.0, 0.0], [0.0, 0.0, 0.0], [0.0, 0.0, 0.0], [0.0, 0.0, 0.0], [0.0, 0.0, 0.1]],
  "lowdin_charge": [0.912, 0.102, -0.630, 1.012, 0.006, -0.106, -0.098, -0.291, -0.021, -0.053, -0.039, -0.131, 0.068, 0.053, 0.110, 0.125, 0.112, 0.110, 0.110, 0.117, 0.709, -0.700, -0.131, -0.028, -0.258, -0.032, -0.135, 0.035, 0.054, -0.239, -0.028, -0.022, -0.406, -0.227, -0.152, 0.015, -0.151, -0.048, 0.004, -0.076, 0.098, 0.102, 0.108, 0.097, 0.111, 0.107, 0.102, 0.104, 0.087, 0.122, -0.308, -0.014, -0.046, -0.330, -0.073, -0.017, 0.616, -0.299, -0.302, -0.498, -0.703, 1.088, -0.380, -0.249, 0.008, 0.100, 0.100, 0.115, 0.100, 0.115, 0.115, 0.068, 0.107],
  "de_lowest_kcal_mol": 1.8,
  "multiplicity": 1,
  "homo_ev": -6.585,
  "gap_ev": 6.45
}

{
  "formula": "C3H2N2O",
  "method": "wB97M-V/def2-TZVPD",
  "species": ["C", "C", "C", "H", "H", "N", "N", "O"],
  "coordinates": [[0.547, -0.249, 0.467], [-0.905, -0.224, 0.769], [-0.457, 0.574, -1.178], [-1.748, -0.794, 1.490], [-1.030, 1.039, -2.096], [-1.451, 0.003, -0.469], [0.747, 0.500, -0.739], [1.575, -0.547, 1.090]],
  "forces_ev_per_a": [[5.4, 1.8, 2.2], [-5.7, -3.0, -2.8], [0.3, 1.7, -3.6], [3.2, 1.7, -1.5], [2.6, -0.3, 1.3], [-1.1, -1.4, 6.6], [-1.2, -0.2, -1.5], [-3.5, -0.3, -0.8]],
  "nbo_charge": [0.548, -0.001, 0.248, 0.260, 0.214, -0.410, -0.458, -0.402],
  "de_lowest_kcal_mol": 49.0,
  "smiles": "O=C1C=NC=N1",
  "multiplicity": 1,
  "homo_ev": -10.921,
  "gap_ev": 8.54
}

{
  "formula": "C14H13F5N5NiO3STe",
  "method": "wB97M-V/def2-TZVPD",
  "species": ["Ni", "N", "C", "S", "N", "N", "C", "C", "C", "C", "C", "C", "C", "O", "H", "H", "H", "H", "H", "H", "H", "N", "C", "O", "C", "C", "C", "N", "C", "C", "H", "H", "H", "H", "H", "H", "F", "Te", "F", "F", "F", "F", "O"],
  "coordinates": [[1.530, -0.163, -0.017], [2.477, 0.759, 4.054], [2.041, 0.288, 2.833], [2.465, 1.224, 1.441], [1.317, -0.781, 2.822], [0.905, -1.132, 1.542], [0.216, -2.214, 1.483], [-0.341, -2.818, 0.309], [-1.142, -3.962, 0.480], [-1.728, -4.602, -0.583], [-1.506, -4.091, -1.872], [-0.724, -2.985, -2.076], [-0.104, -2.302, -0.994], [0.617, -1.271, -1.253], [3.335, 1.285, 4.013], [2.456, 0.060, 4.780], [0.040, -2.710, 2.435], [-1.289, -4.336, 1.488], [-2.340, -5.481, -0.433], [-1.957, -4.582, -2.727], [-0.541, -2.596, -3.069], [-4.572, 3.754, 0.246], [-3.604, 3.752, -0.710], [-3.653, 4.496, -1.669], [-2.443, 2.820, -0.487], [-1.315, 2.988, -1.275], [-0.226, 2.148, -1.093], [-0.232, 1.175, -0.183], [-1.315, 1.003, 0.568], [-2.440, 1.799, 0.455], [-5.330, 4.402, 0.134], [-4.493, 3.232, 1.098], [-1.295, 3.767, -2.023], [0.684, 2.229, -1.675], [-1.273, 0.192, 1.285], [-3.290, 1.580, 1.087], [6.173, 0.390, -1.222], [4.204, 0.500, -1.409], [4.322, -1.058, -2.527], [3.264, -1.202, -0.056], [4.414, 2.317, -0.671], [4.393, 1.376, -3.058], [2.298, 0.751, -1.472]],
  "forces_ev_per_a": [[0.2, 0.0, 0.0], [0.0, 0.0, 0.0], [-0.2, -0.2, 0.0], [0.0, 0.2, -0.1], [0.0, 0.1, 0.1], [0.0, 0.1, -0.2], [0.0, 0.0, 0.0], [0.0, 0.0, -0.1], [0.0, 0.0, 0.0], [0.0, 0.0, 0.0], [0.0, 0.0, 0.0], [0.0, 0.0, 0.0], [0.0, 0.0, 0.0], [0.1, 0.0, 0.0], [0.0, 0.0, 0.0], [0.0, 0.0, 0.0], [0.0, 0.0, 0.0], [0.0, 0.0, 0.0], [0.0, 0.0, 0.0], [0.0, 0.0, 0.0], [0.0, 0.0, 0.0], [-0.1, -0.1, -0.1], [0.1, 0.2, 0.2], [-0.1, -0.1, -0.1], [0.0, -0.1, -0.1], [0.0, 0.0, 0.0], [0.0, 0.0, 0.0], [0.0, 0.0, 0.0], [0.0, -0.1, 0.0], [0.0, 0.0, 0.0], [0.0, 0.0, 0.0], [0.0, 0.0, 0.0], [0.0, 0.0, 0.0], [0.0, 0.0, 0.0], [0.0, 0.0, 0.0], [0.0, 0.0, 0.0], [-0.2, 0.0, -0.2], [-0.5, -0.3, 0.1], [0.0, 0.1, 0.0], [0.1, 0.1, 0.1], [0.0, -0.1, 0.0], [0.1, 0.1, 0.1], [0.4, 0.1, 0.1]],
  "mulliken_spin": [0.987, -0.003, 0.012, -0.100, 0.005, -0.002, -0.004, -0.006, 0.001, 0.000, 0.000, -0.001, 0.003, 0.013, 0.000, 0.000, -0.001, 0.000, 0.000, 0.000, 0.000, 0.000, -0.001, 0.000, -0.004, 0.004, 0.003, 0.064, -0.008, 0.005, 0.000, 0.000, 0.001, -0.007, 0.001, 0.001, 0.130, 0.443, 0.058, 0.130, 0.078, 0.002, 0.197],
  "de_lowest_kcal_mol": 49.7,
  "charge": -1,
  "multiplicity": 3,
  "homo_ev": [-5.127, -5.179],
  "gap_ev": [6.42, 6.83]
}

{
  "formula": "C4H7NO",
  "method": "wB97M-V/def2-TZVPD",
  "species": ["C", "C", "C", "O", "C", "N", "H", "H", "H", "H", "H", "H", "H"],
  "coordinates": [[0.953, -0.944, -1.006], [0.602, 0.111, 0.041], [-0.846, 0.416, 0.121], [-1.545, 0.290, -1.020], [0.973, -0.063, 1.557], [0.455, 0.772, 2.298], [2.018, -1.180, -0.940], [0.388, -1.866, -0.843], [0.736, -0.578, -2.012], [1.219, 0.997, -0.121], [-0.239, 1.420, 1.753], [-1.402, 0.169, 1.018], [-2.454, 0.014, -0.838]],
  "forces_ev_per_a": [[0.1, -0.1, 0.2], [0.5, -0.2, 0.2], [-0.4, -0.1, 0.0], [-0.4, -0.1, -0.5], [-0.6, 0.8, -0.1], [0.0, -0.1, -0.3], [-0.1, 0.0, 0.0], [0.1, 0.1, 0.0], [0.0, 0.0, 0.2], [-0.1, 0.0, -0.2], [0.7, -0.4, 0.7], [0.1, 0.0, -0.1], [0.2, 0.1, 0.0]],
  "nbo_charge": [-0.607, -0.381, 0.123, -0.660, 0.281, -0.654, 0.224, 0.211, 0.225, 0.250, 0.326, 0.173, 0.488],
  "de_lowest_kcal_mol": 118.7,
  "multiplicity": 1,
  "homo_ev": [-8.264, -7.826],
  "gap_ev": [8.59, 7.40]
}